#one
The following is a quantum chemistry calculation of C3H8S2 in the gas phase, from the OMol25 dataset.

Last column: Löwdin charge in e.
Positions of all 13 atoms, in Å:
C -0.82 0.22 2.32  -0.1808
C 0.35 -0.16 1.41  -0.5928
S 0.26 0.84 -0.14  0.4673
S 1.16 -0.54 -1.42  0.4435
C 0.34 -0.07 -2.95  -0.5040
H -0.84 1.27 2.58  0.0647
H -1.76 -0.13 1.92  0.0699
H -0.65 -0.34 3.24  0.0686
H 0.13 -1.14 1.01  0.0367
H 1.32 0.03 1.85  0.0615
H 0.12 -0.99 -3.50  0.0273
H 0.96 0.58 -3.57  0.0282
H -0.59 0.44 -2.75  0.0098

- structure (SMILES) = CCSSC
- HOMO-LUMO gap (eV) = 8.597
- HOMO level (eV) = -7.888
- 2S+1 = 1

***

#two
The following is a quantum chemistry calculation of C3H8S2 in the gas phase, from the OMol25 dataset.

Last column: Löwdin charge in e.
Positions of all 13 atoms, in Å:
C 1.06 -0.11 0.26  -0.3354
C 0.67 1.37 0.22  -0.1235
C 0.01 -1.10 0.71  -0.5239
S -1.30 -1.52 -0.58  0.4764
S -1.90 0.41 -1.77  0.3276
H 1.33 -0.36 -0.77  0.1011
H 1.94 -0.31 0.88  0.1036
H 0.01 1.48 -0.65  -0.0245
H 1.44 2.12 0.21  0.0725
H -0.09 1.49 1.00  0.0798
H 0.40 -2.13 0.69  0.0519
H -0.60 -0.96 1.60  0.0586
H -2.96 -0.39 -1.80  -0.2642

- structure (SMILES) = CCCSS
- HOMO-LUMO gap (eV) = 8.057
- HOMO level (eV) = -8.552
- 2S+1 = 1

***

Stability check: which of them is most stable? #one.

***

#one
The following is a quantum chemistry calculation of 2 unconnected molecules or ions with the total composition C3H8S2, from the OMol25 dataset.

Last column: Löwdin charge in e.
Positions of all 13 atoms, in Å:
S 1.03 -1.90 2.51  0.1866
S -0.67 -0.71 2.86  0.2092
H 0.30 -2.62 1.54  -0.1653
H -0.44 -0.09 1.62  -0.2301
C -1.11 0.56 -1.30  -0.1457
C 0.34 0.19 -1.16  -0.2369
C 1.12 0.94 -0.29  -0.0275
H -1.12 1.58 -1.87  0.1085
H -1.58 0.79 -0.32  0.0676
H -1.62 -0.19 -1.93  0.0663
H 0.82 -0.48 -1.92  0.1024
H 2.16 0.74 -0.44  0.0345
H 0.76 1.21 0.70  0.0303

- structure (SMILES) = C=CC.SS
- HOMO-LUMO gap (eV) = 9.465
- HOMO level (eV) = -9.199
- 2S+1 = 1

***

#two
The following is a quantum chemistry calculation of 2 unconnected molecules or ions with the total composition C3H8S2, from the OMol25 dataset.

Last column: Löwdin charge in e.
Positions of all 13 atoms, in Å:
S -0.52 -1.79 1.73  0.2276
S -0.20 0.30 1.64  0.2097
H 0.79 -2.06 1.68  -0.2259
H -0.68 0.61 2.85  -0.2173
C -0.69 1.56 -2.76  -0.1146
C 0.78 1.44 -2.40  -0.2447
C 1.43 0.28 -2.41  -0.0306
H -1.30 0.97 -2.08  0.0684
H -0.99 2.60 -2.78  0.0628
H -0.83 1.23 -3.79  0.0722
H 1.29 2.34 -2.08  0.0863
H 2.48 0.18 -2.18  0.0468
H 0.91 -0.62 -2.72  0.0592

- structure (SMILES) = C=CC.SS
- HOMO-LUMO gap (eV) = 9.474
- HOMO level (eV) = -9.248
- 2S+1 = 1

***

Stability check: which of them is most stable? #two.